C28H23FN3O10S3Ti as an isolated structure. Source: OMol25; level of theory: ωB97M-V/def2-TZVPD.

* DFT total energy: -112691.49942 eV
* net charge: +1
* HOMO level: -11.617 eV
* strongest force on any atom: 0.53 eV/A

Cartesian coordinates (Å):
Ti  -0.557787  0.352453  -0.326537
O  -3.760135  2.277322  4.367567
C  -3.213110  1.916085  3.376154
C  -2.293659  2.769854  2.458871
O  -1.959813  3.908607  2.625952
C  -1.917935  1.834935  1.387677
C  -2.403439  0.580273  1.586739
O  -2.048518  -0.356220  0.726891
C  -3.362708  0.529743  2.699144
O  -4.118332  -0.354787  3.009029
O  -1.147437  2.003589  0.308676
F  -2.413773  -5.367090  0.754396
C  -2.008998  -4.337447  1.494074
C  -0.726577  -3.978912  1.542853
N  -0.314954  -2.897760  2.301947
C  0.966273  -2.256898  2.061325
C  0.690592  -1.217136  1.000378
O  0.339964  -1.558839  -0.168384
O  0.638381  0.020810  1.282314
C  -1.218379  -2.111080  3.003833
O  -0.871397  -1.100841  3.572308
N  -2.521060  -2.553059  2.970560
C  -3.043547  -3.557279  2.169326
O  -4.237270  -3.714636  2.038310
H  0.033726  -4.504952  0.983843
H  1.697273  -2.983761  1.713630
H  1.308021  -1.775535  2.972936
H  -3.192240  -1.912635  3.387907
O  0.619972  0.994782  -1.672696
S  0.966673  1.488777  -3.101022
C  2.150826  0.245767  -3.683147
C  3.377302  0.085081  -2.843432
C  3.322109  -0.641975  -1.657573
C  4.450486  -0.755870  -0.861433
C  5.641081  -0.153854  -1.246992
C  5.706513  0.554128  -2.438751
C  4.577107  0.672774  -3.235312
C  2.017912  2.970675  -2.778288
C  2.146805  3.246559  -1.312405
C  3.232196  2.750632  -0.597081
C  3.316866  2.972916  0.768369
C  2.316423  3.678878  1.423750
C  1.233199  4.175605  0.712723
C  1.151996  3.961649  -0.654187
H  2.371242  0.557643  -4.707124
H  1.540007  -0.658723  -3.729082
H  2.396127  -1.123532  -1.369336
H  4.407068  -1.321533  0.060222
H  6.521932  -0.248873  -0.626344
H  6.636980  1.007920  -2.751811
H  4.635360  1.213264  -4.173713
H  1.504175  3.771261  -3.308724
H  2.976763  2.767798  -3.252727
H  4.010807  2.194913  -1.106028
H  4.166322  2.594485  1.321684
H  2.381400  3.845221  2.490812
H  0.445483  4.713019  1.223583
H  0.302491  4.345722  -1.208287
S  -1.879474  -0.413207  -2.303681
C  -3.188500  -1.283093  -1.596574
N  -4.267487  -0.725579  -1.111285
C  -5.186962  -1.615223  -0.390510
C  -4.965126  -2.992763  -1.004623
S  -3.215580  -2.991443  -1.524930
H  -4.320391  0.281047  -1.038877
H  -6.211858  -1.275750  -0.520375
H  -4.930702  -1.597447  0.672270
H  -5.579511  -3.158015  -1.887822
H  -5.121192  -3.788444  -0.280957

Atoms 1-2, force components in eV/Å:
Ti -0.038 -0.320 -0.426
O 0.098 -0.067 0.030

=====

C28H23MnNO3PSSe as an isolated structure in a non-equilibrium geometry. Source: OMol25; level of theory: ωB97M-V/def2-TZVPD.

* DFT total energy: -153832.18835 eV
* ⟨S²⟩: 6.22
* spin multiplicity: 5
* HOMO level (alpha / beta): -7.387 / -7.868 eV
* strongest force on any atom: 1.22 eV/A

Cartesian coordinates (Å):
Mn  -0.120732  0.184007  0.217556
C  1.774253  1.229476  1.158008
C  1.857001  1.229109  -0.258947
C  2.154621  -0.116270  -0.683626
C  2.110202  -0.924708  0.429715
C  1.844750  -0.091718  1.581160
H  1.653039  2.097410  1.781653
H  1.953260  2.113709  -0.867946
H  2.380233  -0.427943  -1.691144
H  2.280479  -1.990266  0.456891
H  1.809668  -0.431019  2.604809
O  -3.270485  -0.196369  1.252220
S  -2.677112  -1.428053  0.830842
O  -3.008436  -2.615646  1.556306
O  -1.155494  -1.309894  0.719202
C  -3.220845  -1.659193  -0.854526
C  -4.386043  -2.412790  -0.986547
C  -4.970426  -2.576110  -2.228630
C  -4.390164  -1.997963  -3.348811
C  -3.227032  -1.262534  -3.222065
C  -2.626301  -1.070008  -1.976019
P  -1.043149  -0.141817  -1.973003
C  -1.393395  1.411449  -2.832645
C  -0.318801  2.150249  -3.329748
C  -0.526229  3.411878  -3.861319
C  -1.806287  3.953674  -3.879384
C  -2.871299  3.233249  -3.362175
C  -2.667356  1.965654  -2.833479
C  -0.081557  -1.171346  -3.135113
C  0.480127  -2.335078  -2.607247
C  1.223651  -3.182397  -3.412426
C  1.421717  -2.868922  -4.752152
C  0.856541  -1.720788  -5.284950
C  0.102124  -0.873282  -4.481296
H  -4.812571  -2.863075  -0.100557
H  -5.879099  -3.156582  -2.323828
H  -4.839201  -2.128903  -4.325012
H  -2.771729  -0.826566  -4.103561
H  0.683005  1.735542  -3.296736
H  0.309967  3.978775  -4.250334
H  -1.969202  4.944347  -4.284680
H  -3.865722  3.660726  -3.352700
H  -3.499616  1.418644  -2.408421
H  0.323981  -2.576154  -1.560094
H  1.655258  -4.083005  -2.994588
H  2.014935  -3.522361  -5.379276
H  1.001290  -1.478717  -6.330136
H  -0.338871  0.018181  -4.908273
Se  -1.176480  2.268928  0.790652
C  -2.962203  2.921714  0.888394
C  -3.872815  2.485545  1.839332
C  -5.124412  3.082714  1.875745
N  -5.517257  4.053628  1.048619
C  -4.626693  4.462803  0.144669
C  -3.349171  3.937774  0.024248
H  -3.619613  1.688895  2.522351
H  -5.855626  2.759443  2.609792
H  -4.952031  5.257136  -0.521431
H  -2.661718  4.314396  -0.721240

Atoms 1-2, force components in eV/Å:
Mn 0.948 -0.201 0.747
C 0.075 -0.157 0.240

=====

A 2-piece molecular cluster, C28H23N2O overall in a non-equilibrium geometry. Source: OMol25; level of theory: ωB97M-V/def2-TZVPD.

* DFT total energy: -34430.40756 eV
* net charge: +1
* HOMO level: -10.446 eV
* strongest force on any atom: 2.43 eV/A

Cartesian coordinates (Å):
C  1.830450  -4.567190  -4.512150
O  1.615040  -4.562870  -3.079467
C  1.461394  -3.352690  -2.484276
C  1.226780  -3.329464  -1.084118
C  1.099206  -2.126495  -0.423666
C  1.213296  -0.893263  -1.117009
C  1.322673  0.379055  -0.465581
C  1.122685  1.645686  -1.145852
C  1.902969  2.643623  -0.472089
C  2.088064  3.897225  -1.037142
C  1.403094  4.210191  -2.220971
C  0.536775  3.276025  -2.817270
C  0.398624  1.985932  -2.287037
C  2.464089  2.034829  0.722774
C  2.034194  0.655411  0.769729
C  2.426156  -0.140783  1.842919
C  3.272744  0.405419  2.820019
C  3.752281  1.723187  2.717763
C  3.348914  2.546442  1.656072
C  1.394166  -0.947667  -2.526081
C  1.536278  -2.138698  -3.204079
H  1.923672  -5.621460  -4.763932
H  0.979607  -4.120624  -5.045559
H  2.749257  -4.028387  -4.782759
H  1.171886  -4.281742  -0.558085
H  0.899657  -2.110878  0.645780
H  2.762449  4.596410  -0.545318
H  1.534512  5.191535  -2.678838
H  -0.020785  3.550959  -3.714502
H  -0.269493  1.252451  -2.736207
H  2.065056  -1.161572  1.918906
H  3.575350  -0.208144  3.670989
H  4.437474  2.113611  3.471080
H  3.701466  3.569525  1.533152
H  1.498669  -0.029847  -3.100095
H  1.718584  -2.137618  -4.281506
C  -5.213379  -1.540062  0.704250
N  -3.987237  -0.840804  1.053235
C  -2.830578  -0.848962  0.325231
N  -1.885236  -0.104224  0.912704
C  -2.436638  0.417083  2.065268
C  -3.776387  -0.037965  2.183504
C  -4.591301  0.313769  3.245441
C  -4.040705  1.161140  4.230145
C  -2.716773  1.623468  4.126664
C  -1.903699  1.254906  3.044013
H  -5.954741  -1.350916  1.483590
H  -5.602593  -1.192473  -0.263267
H  -5.037344  -2.621728  0.620043
H  -2.743479  -1.406097  -0.605693
H  -5.611842  -0.069426  3.283916
H  -4.647295  1.465148  5.086303
H  -2.325719  2.279038  4.906959
H  -0.872286  1.579984  2.912100

Atoms 1-2, force components in eV/Å:
C -0.026 -0.079 0.186
O -0.119 1.304 0.238

=====

- Number 2 is which compound?
  C28H23MnNO3PSSe